Formula: C5H4N2OS
Source: the Open Molecules 2025 dataset
Level of theory: ωB97M-V/def2-TZVPD

Each atom is followed by the atoms it is bonded to, with distances in Å.
Geometry (Å):
1 C 0.78897 -1.68003 0.16505  C2 1.458, N6 1.277, H10 1.021
2 C -0.24651 -0.67066 -0.02118  C1 1.458, C5 1.521, N7 1.264
3 C 1.94278 0.15747 0.07264  C5 1.631, N6 1.381, O8 1.207
4 C -1.88035 0.77501 -0.53364  N7 1.346, S9 1.859, H11 1.016, H12 1.021
5 C 0.45314 0.50988 0.63487  C2 1.521, C3 1.631, S9 1.856, H13 1.034
6 N 1.97894 -1.21817 0.18823  C1 1.277, C3 1.381
7 N -1.38744 -0.47747 -0.52940  C2 1.264, C4 1.346
8 O 2.76220 0.95425 -0.31503  C3 1.207
9 S -0.56117 1.94854 0.04661  C4 1.859, C5 1.856
10 H 0.62586 -2.68807 0.14003  C1 1.021
11 H -2.04902 0.94786 -1.52094  C4 1.016
12 H -2.72083 0.95837 0.01651  C4 1.021
13 H 0.29343 0.48303 1.65626  C5 1.034

Values from the calculation:
LUMO (spin up / spin down): 0.0173 / -0.1462 hartree
highest occupied orbital energy (spin up / spin down): -6.886 / -9.615 eV
E: -21107.4617 eV
⟨S²⟩: 2.020
strongest force on any atom: 4.8 eV/Å
spin multiplicity: 3
ΔE to the lowest compared entry with this formula, charge and spin: 31.2 kJ/mol